Version w
C3H2N4O | ωB97M-V/def2-TZVPD

Last column: Löwdin charge in e.
Atoms and positions in Å:
O -2.558 -0.248 -0.708  0.020
C -1.337 -0.124 -0.254  -0.473
N -0.891 1.293 0.173  0.167
C 0.352 1.514 0.140  -0.087
N 1.346 0.576 -0.685  0.068
N 1.480 -0.729 -0.700  0.052
C 0.506 -1.381 0.216  -0.078
N -0.740 -1.064 0.348  0.159
H 0.860 2.245 0.555  0.051
H 0.981 -2.082 0.914  0.120

Values from the calculation:
- SMILES string = O=c1ncnncn1
- multiplicity = 1
- LUMO (eV) = -1.7

***

Version x
C3H2N4O | ωB97M-V/def2-TZVPD

Last column: Löwdin charge in e.
Atoms and positions in Å:
O 2.385 -0.312 0.769  0.089
C 1.300 -0.451 0.142  -0.378
C 0.555 0.655 -0.273  -0.033
C -0.766 0.971 -0.161  -0.081
N -1.762 0.227 0.586  0.061
N -1.592 -1.123 0.590  -0.014
N -0.679 -1.814 -0.120  -0.023
N 0.564 -1.643 -0.456  0.155
H 1.047 1.450 -0.730  0.101
H -1.052 2.039 -0.346  0.122

Values from the calculation:
- SMILES string = O=c1ccnnnn1
- multiplicity = 1
- LUMO (eV) = -2.0

***

Version y
C3H2N4O | ωB97M-V/def2-TZVPD

Last column: Löwdin charge in e.
Atoms and positions in Å:
O -2.411 -0.117 0.653  0.107
C -1.311 -0.047 0.100  -0.374
C -0.600 1.095 -0.429  -0.105
N 0.655 1.293 -0.346  0.046
N 1.521 0.607 0.588  0.088
C 1.443 -0.645 0.445  -0.196
N 0.634 -1.321 -0.532  0.043
N -0.617 -1.242 -0.505  0.127
H -1.186 1.763 -1.105  0.142
H 1.872 -1.386 1.131  0.121

Values from the calculation:
- SMILES string = O=c1cnncnn1
- multiplicity = 1
- LUMO (eV) = -1.8

***

Which structure is most stable, and how do the rest compare? From most to least stable: version y, version w, version x.

***

Version w
C3H2N4O | ωB97M-V/def2-TZVPD

Last column: Löwdin charge in e.
Atoms and positions in Å:
C 1.216 -0.222 0.096  -0.348
C 0.746 1.214 -0.450  -0.004
C -1.596 -0.465 0.460  -0.283
H 1.337 1.780 -1.098  0.091
H -2.864 -0.677 0.854  0.196
N -0.525 1.415 -0.350  0.008
N -1.328 0.856 0.620  0.053
N -1.103 -1.253 -0.453  0.035
N 0.246 -1.186 -0.598  0.144
O 2.287 -0.386 0.636  0.106

Values from the calculation:
- multiplicity = 1
- LUMO (eV) = -2.1

***

Version x
C3H2N4O | ωB97M-V/def2-TZVPD

Last column: Löwdin charge in e.
Atoms and positions in Å:
O 2.666 -0.368 0.493  -0.042
C 1.304 -0.219 0.177  -0.243
C 0.721 1.036 -0.487  -0.123
N -0.410 1.428 -0.264  0.020
N -1.271 0.684 0.520  0.020
C -1.612 -0.613 0.298  -0.117
N -0.736 -1.596 -0.442  0.073
N 0.565 -1.298 -0.418  0.093
H 1.309 1.968 -0.881  0.164
H -2.537 -1.022 1.003  0.155

Values from the calculation:
- SMILES string = O=c1cnncnn1
- multiplicity = 1
- LUMO (eV) = -2.5

***

Which structure is most stable, and how do the rest compare? From most to least stable: version w, version x.

***

Version w
CH6N4O | ωB97M-V/def2-TZVPD

Last column: Löwdin charge in e.
Atoms and positions in Å:
C 0.171 0.469 0.418  -0.430
N -1.558 -1.357 0.464  0.173
N 1.234 -0.443 0.506  0.119
N 0.214 1.486 -0.499  0.075
N -1.145 -0.340 -0.020  -0.088
O -2.158 0.749 -1.038  -0.292
H -0.243 0.724 1.375  0.147
H -2.479 -1.707 0.268  0.094
H 0.923 -1.078 1.188  0.061
H 1.335 -0.860 -0.339  0.049
H 0.421 1.313 -1.434  0.072
H -0.723 1.755 -0.658  0.020

Values from the calculation:
- multiplicity = 1
- LUMO (eV) = -0.3

***

Version x
CH6N4O | ωB97M-V/def2-TZVPD

Last column: Löwdin charge in e.
Atoms and positions in Å:
N -0.038 1.260 -0.597  -0.046
N 0.201 0.372 1.681  0.060
N -0.390 -2.060 0.181  0.053
C 0.063 -0.031 -0.814  -0.246
O 0.265 1.953 -1.790  -0.096
N 0.245 -0.853 0.233  -0.144
H -0.040 2.852 -1.596  0.084
H 1.190 0.165 1.836  0.014
H 0.193 1.389 1.591  -0.002
H -1.399 -1.994 0.071  0.094
H -0.167 -2.597 1.009  0.094
H -0.125 -0.456 -1.804  0.133

Values from the calculation:
- multiplicity = 1
- LUMO (alpha / beta) (eV) = 0.3 / 0.2

***

Version y
CH6N4O | ωB97M-V/def2-TZVPD

Last column: Löwdin charge in e.
Atoms and positions in Å:
H -2.602 0.793 0.114  0.039
N -1.658 1.078 0.112  0.124
N -1.060 -0.026 -0.126  -0.339
O -1.687 -1.129 -0.125  -0.090
C 0.564 -0.056 -0.402  -0.450
N 1.233 1.054 0.120  0.053
N 0.985 -1.326 0.006  0.036
H 0.408 0.052 -1.551  0.175
H 0.952 2.040 -0.056  0.103
H 1.255 1.071 1.163  0.102
H 1.202 -1.378 1.061  0.127
H 0.409 -2.171 -0.315  0.121

Values from the calculation:
- SMILES string = [H]/N=[N+](\[O-])C(N)N
- multiplicity = 1
- LUMO (eV) = 0.8

***

Which structure is most stable, and how do the rest compare? From most to least stable: version y, version x, version w.